## A
The following is a DFT calculation (ωB97M-V/def2-TZVPD) of a cluster of 8 separate species, C16H48O8 in total.

Structure (XYZ):
```
72
Properties=species:S:1:pos:R:3:lowdin_charge:R:1
C 7.59978 2.55780 -5.28653 -0.083
C 6.08515 2.46596 -5.06939 -0.307
O 5.66658 1.10416 -5.00040 -0.089
H 8.19758 1.67243 -5.50297 0.075
H 8.11192 2.99568 -4.42975 0.062
H 7.83725 3.29389 -6.05456 0.062
H 5.43262 3.06376 -5.70573 0.105
H 5.88006 2.84584 -4.06853 0.099
H 4.87334 1.07633 -4.46042 0.076
C -6.25299 -2.57521 5.20328 -0.088
C -7.39887 -2.04030 6.12426 -0.315
O -7.81337 -3.13264 6.89945 -0.083
H -5.34327 -2.81154 5.75523 0.067
H -5.87120 -1.74429 4.61008 0.058
H -6.55147 -3.30382 4.44952 0.071
H -8.24469 -1.60005 5.59615 0.109
H -7.01895 -1.22258 6.73671 0.101
H -7.06260 -3.32994 7.46428 0.080
C -1.79817 -7.96612 2.91033 -0.096
C -2.58772 -9.33656 2.95103 -0.285
O -3.91384 -9.07619 2.49245 -0.093
H -1.68909 -7.59612 1.89086 0.063
H -0.79954 -8.15055 3.30634 0.062
H -2.29827 -7.14640 3.42615 0.062
H -2.58526 -9.64514 3.99644 0.101
H -2.04577 -9.99238 2.26965 0.108
H -4.41636 -8.64890 3.18994 0.078
C 0.52690 6.17142 -2.46025 -0.099
C -0.67293 5.81658 -1.66316 -0.386
O -1.25712 4.74541 -2.29333 -0.061
H 1.00297 7.04216 -2.00940 0.073
H 0.31831 6.45218 -3.49260 0.078
H 1.24370 5.35501 -2.37211 0.081
H -1.41582 6.59698 -1.49824 0.112
H -0.36513 5.66396 -0.62873 0.112
H -1.89396 5.13342 -2.89790 0.091
C -2.99790 5.59649 5.18000 -0.082
C -2.52721 7.02498 4.95058 -0.318
O -2.19386 7.65724 6.18821 -0.102
H -2.20215 5.04191 5.67734 0.080
H -2.98538 5.01924 4.25549 0.063
H -4.05873 5.56958 5.42899 0.076
H -3.12930 7.78716 4.45594 0.109
H -1.58218 7.03469 4.40752 0.101
H -1.26305 7.89213 6.18336 0.073
C -0.81835 -0.43811 -7.85659 -0.112
C -1.92245 0.53375 -7.50800 -0.343
O -2.82328 0.10697 -6.52046 -0.059
H -1.25313 -1.40157 -8.12269 0.067
H -0.24464 -0.89726 -7.05152 0.070
H -0.21409 -0.10327 -8.69971 0.077
H -2.35960 0.72901 -8.48722 0.109
H -1.38140 1.41643 -7.16706 0.106
H -2.68132 0.57073 -5.69198 0.084
C 6.48140 -3.26569 1.88926 -0.085
C 7.26948 -2.76451 0.69838 -0.326
O 7.76694 -3.85150 -0.07734 -0.099
H 7.05387 -3.96943 2.49352 0.076
H 5.54140 -3.67583 1.52005 0.075
H 6.27980 -2.47969 2.61703 0.070
H 8.10279 -2.12330 0.98568 0.105
H 6.65634 -2.30910 -0.07927 0.108
H 8.00592 -3.52647 -0.94845 0.076
C -0.44047 -0.61005 0.43194 -0.087
C 0.31357 -1.05709 -0.86907 -0.294
O 0.92797 0.14313 -1.33263 -0.097
H -0.56285 -1.58727 0.89901 0.060
H -1.40420 -0.11523 0.31168 0.066
H 0.14178 -0.00466 1.12660 0.072
H -0.24490 -1.63726 -1.60365 0.103
H 1.06618 -1.80096 -0.60762 0.102
H 0.20323 0.76060 -1.45546 0.073
```

Calculated values
* spin multiplicity: 1
* charge: 0
* SMILES string: CCO.CCO.CCO.CCO.CCO.CCO.CCO.CCO
* Kohn-Sham gap: 10.284 eV
* HOMO energy: -10.11 eV

## B
The following is a DFT calculation (ωB97M-V/def2-TZVPD) of a cluster of 8 separate species, C16H48O8 in total.

Structure (XYZ):
```
72
Properties=species:S:1:pos:R:3:lowdin_charge:R:1
C -5.29504 6.67226 0.94098 -0.074
C -4.29468 5.56516 0.38823 -0.296
O -3.05759 5.49828 1.08744 -0.092
H -5.20077 6.76279 2.02311 0.065
H -6.34847 6.44534 0.77696 0.062
H -5.11064 7.64193 0.47858 0.062
H -4.05223 5.77940 -0.65264 0.097
H -4.76800 4.58343 0.40488 0.103
H -2.83487 6.42133 1.22876 0.073
C 6.18416 -0.51252 -0.71116 -0.076
C 5.18998 0.71056 -0.75893 -0.307
O 4.54366 0.78180 0.48275 -0.090
H 6.78132 -0.52630 0.20060 0.066
H 6.84089 -0.61144 -1.57546 0.061
H 5.67506 -1.47608 -0.73247 0.062
H 4.49303 0.55118 -1.58170 0.104
H 5.61718 1.70755 -0.86678 0.103
H 3.61251 0.97225 0.34754 0.075
C 1.61152 5.18374 -3.93898 -0.088
C 0.47798 4.93610 -2.95832 -0.362
O 0.06870 3.62924 -3.17359 -0.065
H 2.42015 4.52039 -3.63207 0.073
H 1.86554 6.23952 -3.84462 0.071
H 1.37601 4.97087 -4.98172 0.075
H -0.27387 5.71737 -3.06968 0.103
H 0.79530 5.06429 -1.92344 0.110
H -0.05846 3.25187 -2.30007 0.082
C -0.35826 -2.10875 -5.32270 -0.096
C -1.18515 -0.96546 -5.94470 -0.280
O -2.19294 -0.52816 -4.98043 -0.093
H -0.21254 -1.95996 -4.25278 0.065
H 0.65572 -2.24658 -5.69816 0.063
H -0.84426 -3.07079 -5.48516 0.066
H -1.69037 -1.38580 -6.81428 0.100
H -0.56762 -0.15917 -6.34051 0.103
H -1.85822 0.25441 -4.53640 0.070
C -2.89874 -7.45992 2.90712 -0.097
C -1.78171 -8.37075 3.47435 -0.308
O -1.32941 -7.78155 4.69087 -0.084
H -2.63510 -6.40919 2.78644 0.065
H -3.56766 -7.34492 3.76000 0.065
H -3.48329 -7.84064 2.06958 0.068
H -1.01242 -8.51392 2.71554 0.101
H -2.20696 -9.35260 3.68227 0.108
H -0.70193 -7.07214 4.53395 0.082
C -1.21807 5.09996 6.48917 -0.088
C -2.19937 6.24979 6.71209 -0.342
O -1.65172 7.12564 7.67518 -0.076
H -0.24052 5.53183 6.27472 0.075
H -1.52142 4.42494 5.68890 0.074
H -1.14059 4.64268 7.47559 0.070
H -3.18094 5.81064 6.89033 0.105
H -2.28768 6.92220 5.85875 0.109
H -1.44306 6.56067 8.42275 0.073
C 2.51062 -6.79571 -2.33333 -0.098
C 3.62308 -7.70578 -2.88734 -0.283
O 3.25196 -8.01500 -4.24885 -0.101
H 1.64781 -7.44652 -2.19151 0.067
H 2.08111 -6.03366 -2.98364 0.067
H 2.80617 -6.29507 -1.41131 0.068
H 3.39089 -8.61011 -2.32487 0.098
H 4.67281 -7.43760 -2.76806 0.107
H 2.99050 -8.92379 -4.41420 0.076
C 0.09608 -1.22117 0.86893 -0.119
C -0.11081 -0.03913 1.70649 -0.336
O 0.08747 1.06164 0.80492 -0.077
H -0.04924 -2.18186 1.36296 0.078
H 1.01224 -1.24852 0.27901 0.080
H -0.76017 -1.30346 0.19949 0.078
H 0.56603 -0.08569 2.55962 0.110
H -1.11809 -0.09965 2.11860 0.113
H -0.20255 1.84833 1.27247 0.077
```

Calculated values
* spin multiplicity: 1
* charge: 0
* SMILES string: CCO.CCO.CCO.CCO.CCO.CCO.CCO.CCO
* Kohn-Sham gap: 10.385 eV
* HOMO energy: -10.17 eV

Most stable of them? B.

## A
The following is a DFT calculation (ωB97M-V/def2-TZVPD) of a cluster of 2 separate species, C5H13NO3 in total.

Structure (XYZ):
```
22
Properties=species:S:1:pos:R:3:lowdin_charge:R:1
N -1.79069 -0.06094 0.54345 0.148
C -1.36373 -1.38396 0.84293 -0.784
O -0.17785 -1.34212 1.55140 0.059
O -2.36205 -1.99944 1.58736 0.055
O -1.10359 -2.17293 -0.29881 0.029
H -1.16099 0.40997 -0.09676 0.049
H -2.73724 -0.05300 0.19408 0.092
H 0.47908 -1.82463 1.05771 0.100
H -2.01715 -2.17617 2.47225 0.115
H -1.94764 -2.52662 -0.63643 0.117
C 0.15896 1.93081 -1.37279 0.009
C 1.06244 1.22469 -0.70808 -0.441
C 1.42941 1.52910 0.71065 -0.064
C 1.73309 0.02875 -1.32028 -0.058
H -0.33729 2.77884 -0.93206 0.063
H -0.10695 1.69966 -2.39142 0.063
H 0.99708 2.47349 1.03039 0.079
H 2.51153 1.57698 0.82487 0.080
H 1.05386 0.74098 1.36418 0.066
H 1.13966 -0.86890 -1.12304 0.067
H 1.81431 0.13564 -2.39748 0.078
H 2.72575 -0.12019 -0.90212 0.077
```

Calculated values
* spin multiplicity: 1
* charge: 0
* SMILES string: NC(O)(O)O.C=C(C)C
* Kohn-Sham gap: 10.028 eV
* HOMO energy: -9.35 eV

## B
The following is a DFT calculation (ωB97M-V/def2-TZVPD) of a cluster of 2 separate species, C5H13NO3 in total.

Structure (XYZ):
```
22
Properties=species:S:1:pos:R:3:lowdin_charge:R:1
C -0.78817 1.99762 0.36745 -0.020
C -0.17974 1.29821 -0.82535 -0.422
O -0.91995 1.46838 -2.02368 -0.017
N 0.02896 -0.14367 -0.55701 -0.249
C -1.19329 -0.90491 -0.34557 -0.045
O 0.77019 -0.69239 -1.62721 -0.032
H -0.24617 1.64414 1.29820 0.088
H -1.82420 1.69072 0.50429 0.082
H -0.75650 3.07040 0.20828 0.085
H 0.82170 1.68960 -1.03773 0.155
H -1.85375 1.54497 -1.79820 0.090
H -1.97927 -0.66572 -1.07040 0.090
H -1.53213 -0.71159 0.66960 0.088
H -0.94641 -1.95922 -0.43903 0.094
H 0.35127 -0.39071 -2.45506 0.102
C 1.60347 -1.89679 1.17196 -0.047
C 1.20680 -0.47374 1.40186 -0.365
O 0.33845 -0.10321 2.18000 -0.038
H 0.82683 -2.57726 1.51105 0.083
H 1.80750 -2.04729 0.11436 0.068
H 2.51839 -2.09028 1.73301 0.085
H 1.94602 0.25272 1.01919 0.125
```

Calculated values
* spin multiplicity: 1
* charge: 0
* SMILES string: C[C@H](O)N(C)O.CC=O
* Kohn-Sham gap: 10.027 eV
* HOMO energy: -9.30 eV

Most stable of them? A.

## A
The following is a DFT calculation (ωB97M-V/def2-TZVPD) of a cluster of 2 separate species, C5H13NO3 in total.

Structure (XYZ):
```
22
Properties=species:S:1:pos:R:3:lowdin_charge:R:1
C -1.34819 -0.24527 0.32649 -0.442
C -0.13208 -1.95962 -0.86380 -0.279
C 0.99467 1.38198 -0.18638 -0.183
C -2.40148 0.80627 0.28738 -0.050
C 2.15106 -0.03771 -0.55153 -0.001
N -1.10586 -1.06329 -0.73713 0.064
O -0.74378 -0.57569 1.52762 -0.012
O 0.35927 -2.63754 0.20366 -0.017
O 0.89889 1.59169 1.20946 -0.105
H -0.16237 0.18386 1.76293 0.085
H 0.15309 -2.09745 0.99550 0.081
H 1.77922 1.50490 1.59107 0.098
H -1.57196 -0.79251 -1.59235 0.159
H -0.02451 -2.47180 -1.80535 0.109
H 0.05467 1.64468 -0.66712 0.087
H 1.68519 2.10785 -0.62470 0.079
H -3.17604 0.61425 1.03359 0.076
H -1.97307 1.78807 0.51728 0.068
H -2.88114 0.87124 -0.69007 0.077
H 2.97780 0.40210 0.00760 0.034
H 2.38383 0.01980 -1.61264 0.046
H 2.08282 -1.03582 -0.13152 0.027
```

Calculated values
* spin multiplicity: 1
* charge: 0
* Kohn-Sham gap (alpha / beta): 6.159 / 6.203 eV
* HOMO energy (alpha / beta): -5.47 / -5.51 eV

## B
The following is a DFT calculation (ωB97M-V/def2-TZVPD) of a cluster of 3 separate species, C5H13NO3 in total.

Structure (XYZ):
```
22
Properties=species:S:1:pos:R:3:lowdin_charge:R:1
C -0.99622 1.52526 0.23576 -0.350
C -2.37179 1.76696 0.79189 -0.052
C -1.11439 -0.83105 0.89848 -0.488
O -1.91074 -1.26272 -0.15143 0.000
O -0.77622 1.37105 -0.97760 -0.062
O -1.26590 -1.31256 1.98847 0.018
H -1.72660 -0.67794 -0.90507 0.066
H 0.86696 0.36199 -1.08301 0.113
H -0.17735 1.81681 0.91645 0.120
H -3.12894 1.25054 0.20489 0.087
H -2.56879 2.84265 0.74925 0.089
H -2.43160 1.44802 1.83325 0.086
C 2.42389 -0.02786 0.23723 -0.053
C 1.37170 -1.64299 -1.30664 -0.054
N 1.21481 -0.42008 -0.50204 -0.171
H 0.22341 -0.55569 0.27457 0.109
H 1.60114 -2.47278 -0.63847 0.096
H 2.23966 0.91906 0.74073 0.085
H 2.65134 -0.79834 0.97385 0.095
H 3.27822 0.09065 -0.43356 0.088
H 2.16993 -1.53415 -2.04378 0.089
H 0.42750 -1.85683 -1.80322 0.088
```

Calculated values
* spin multiplicity: 1
* charge: 0
* Kohn-Sham gap: 8.070 eV
* HOMO energy: -7.53 eV

Most stable of them? B.